Formula: C35H43ClP2RuSi2
Source: OMol25
Level of theory: ωB97M-V with the def2-TZVPD basis set

Cartesian coordinates (Å):
C  -0.88771  0.22166  4.53518
C  0.37729  0.08081  3.82452
C  0.52094  1.22698  2.96581
H  1.08845  -0.72133  3.98170
C  -0.63595  2.04988  3.10411
C  -1.51242  1.44693  4.07048
H  -2.43754  1.85013  4.45654
H  -1.23989  -0.40051  5.34617
H  1.37419  1.43703  2.33054
H  -0.82247  2.98117  2.58926
Ru  -1.38325  -0.06893  2.50181
Si  -0.43597  -0.04757  -1.19554
C  0.67144  -1.40056  -0.45762
C  0.63295  -2.64320  -1.10889
H  -0.16883  -2.85069  -1.81468
C  1.65636  -3.56464  -0.93158
H  1.65379  -4.48266  -1.51638
C  2.68826  -3.32854  -0.02266
H  3.49171  -4.06440  0.12398
C  2.68072  -2.14449  0.71916
H  3.45080  -1.94620  1.46972
C  1.67868  -1.18541  0.50916
H  1.69688  -0.27462  1.12068
C  0.21575  1.66577  -0.61758
C  1.62184  1.95140  -0.55280
H  2.38026  1.16436  -0.55525
C  2.06522  3.28414  -0.40110
H  3.14020  3.50208  -0.43626
C  1.17170  4.33606  -0.22765
H  1.52224  5.36850  -0.15907
C  -0.19156  4.03471  -0.11152
H  -0.90728  4.84861  0.08179
C  -0.66412  2.71819  -0.25343
H  -1.73161  2.51100  -0.10696
H  -0.84169  -0.01285  0.89215
Si  1.24478  0.61408  -2.69470
C  1.20721  2.10021  -3.76809
C  2.34166  2.28854  -4.58753
H  2.93757  1.42192  -4.89718
C  2.70881  3.58956  -4.94787
H  3.64769  3.75298  -5.48576
C  1.89083  4.66727  -4.59397
H  2.20982  5.68880  -4.82281
C  0.65884  4.44614  -3.96033
H  0.00530  5.28884  -3.70802
C  0.27426  3.15008  -3.62556
H  -0.71905  2.95502  -3.20876
C  2.32099  -0.74926  -3.36995
C  3.53605  -0.81190  -2.66314
H  3.73163  -0.10870  -1.84742
C  4.51849  -1.74129  -3.01837
H  5.44544  -1.76127  -2.44925
C  4.29608  -2.60583  -4.09788
H  5.07865  -3.31486  -4.38430
C  3.07596  -2.56809  -4.79283
H  2.91821  -3.24900  -5.63608
C  2.07746  -1.65384  -4.42280
H  1.13699  -1.61782  -4.96633
H  -0.55644  -0.34336  -2.60603
Cl  -2.53671  -0.14525  -1.08351
C  -0.32308  -3.34636  2.45208
P  -1.76926  -2.32682  2.74071
C  -2.45730  -2.89315  4.32552
C  -3.05900  -2.72546  1.48408
C  -4.15939  -1.65807  1.41191
P  -3.67588  -0.06658  2.25780
C  -4.32388  1.35507  1.34324
C  -4.58940  -0.10548  3.83932
H  -0.52542  -4.37889  2.76878
H  0.52639  -2.95622  3.02118
H  -0.04064  -3.33859  1.39536
H  -2.04366  -2.30918  5.15290
H  -3.54987  -2.81885  4.35615
H  -2.17949  -3.94366  4.48127
H  -2.54301  -2.83303  0.51496
H  -3.48370  -3.70710  1.74652
H  -4.39474  -1.43118  0.36495
H  -5.09177  -2.01376  1.87592
H  -5.41966  1.37081  1.35938
H  -3.93803  2.26843  1.81647
H  -3.98129  1.33710  0.30039
H  -4.00637  -0.59857  4.62483
H  -4.80267  0.92686  4.14550
H  -5.53875  -0.64311  3.70548

Output
Energy   -3175.79796 Ha
Total charge   +1
Multiplicity   6
Frontier orbital gap (alpha / beta)   4.44 / 5.35 eV
Relative energy (zero: lowest compared OMol25 entry of this formula, charge and spin)   60.0 kcal/mol

Calculated atomic charges, method Mulliken, unit e: -0.61 -0.84 -0.24 0.57 -0.19 -1.23 0.64 0.73 0.69 0.56 -1.36 0.14 2.02 -0.99 0.27 -0.68 0.39 -0.75 0.44 -1.09 0.40 0.61 0.12 3.01 -0.68 0.21 -1.00 0.37 -1.06 0.41 -0.51 0.38 -1.11 0.04 0.57 0.47 0.66 -0.96 0.40 -0.31 0.43 -0.73 0.38 -0.22 0.42 -0.71 0.42 0.56 0.00 0.33 -0.78 0.41 -0.50 0.37 -0.59 0.40 -0.56 0.48 -0.32 -0.59 -1.12 1.10 -1.29 -0.72 -1.10 1.08 -1.22 -1.42 0.61 0.30 0.01 0.24 0.34 0.46 0.22 0.57 0.50 0.51 0.46 0.35 0.24 0.31 0.39 0.49


Formula: C11H22N6O5Sm
Source: OMol25
Level of theory: ωB97M-V with the def2-TZVPD basis set

Cartesian coordinates (Å):
O  -0.99937  4.83773  1.31193
H  -0.24922  4.36085  0.90160
Sm  -0.62419  0.23919  0.09571
N  -1.56366  -0.26608  -1.97799
N  0.75173  -1.23679  -1.19023
O  -2.88002  0.29732  -2.28528
O  2.07506  -1.67327  -0.73786
C  -0.94890  -1.10185  -2.82737
C  0.31297  -1.62796  -2.41680
C  -1.57881  -1.46187  -4.09684
C  1.10180  -2.54175  -3.23890
H  -2.35658  -0.76764  -4.43335
H  -2.03025  -2.45919  -4.01771
H  -0.81060  -1.49457  -4.86916
H  1.85511  -3.11819  -2.69175
H  1.61417  -1.97286  -4.02555
H  0.42555  -3.25170  -3.71911
H  -2.92809  1.12205  -1.73924
H  2.17111  -1.19631  0.12847
O  -1.48819  -2.02089  0.44915
H  -2.07401  -1.24327  0.30208
H  -0.52840  -1.93246  0.15460
C  0.67012  1.71719  -0.77790
H  0.77944  2.77759  -0.86171
H  0.51929  1.20402  -1.74764
H  1.52267  1.24714  -0.24742
O  -3.36292  3.66553  -1.38385
H  -3.03655  4.24095  -0.66559
H  -2.61182  3.09042  -1.57259
N  0.82151  1.52407  3.97724
C  1.07658  2.74710  3.38522
C  0.73732  2.62623  2.06936
N  0.10280  1.43217  1.89596
C  0.29656  0.70477  3.03074
C  0.62281  -0.65436  2.93513
N  0.68284  -1.26331  1.74514
C  1.13072  -2.55203  1.99436
C  1.46307  -2.65081  3.30644
N  1.17242  -1.42774  3.90078
H  1.11499  1.25673  4.90993
H  1.58763  3.54763  3.86144
H  1.11978  3.21402  1.25776
H  1.16775  -3.27357  1.20362
H  1.86178  -3.48606  3.82963
H  1.31401  -1.17816  4.87753

Output
Energy   -1794.41698 Ha
Total charge   +1
Multiplicity   6
Frontier orbital gap (alpha / beta)   5.28 / 3.97 eV
Relative energy (zero: lowest compared OMol25 entry of this formula, charge and spin)   260.9 kcal/mol

Calculated atomic charges, method Mulliken, unit e: -0.38 0.47 0.59 0.24 0.20 -0.47 -0.53 0.49 0.57 -1.57 -1.59 0.42 0.33 0.43 0.43 0.33 0.43 0.27 0.36 -0.57 0.39 0.43 -1.27 0.44 0.25 0.38 -0.62 0.35 0.30 -0.08 -0.97 -0.67 0.07 -0.37 0.39 0.10 -0.32 -0.81 -0.13 0.22 0.41 0.91 0.48 0.44 0.21


Formula: C2H2FNO2
Source: OMol25
Level of theory: ωB97M-V with the def2-TZVPD basis set

Cartesian coordinates (Å):
O  1.26733  1.19910  -0.00497
N  1.24316  -0.00490  0.02737
O  2.23134  -0.68150  -0.00570
C  -0.04613  -0.59867  0.03452
C  -1.24308  0.35181  -0.04229
F  -2.44331  -0.08371  0.02477
H  -0.09365  -1.62601  0.10348
H  -0.91566  1.44389  -0.13720

Output
Energy   -382.33781 Ha
Total charge   0
Multiplicity   1
SMILES string   O=[N+]([O-])/C=C/F
Frontier orbital gap   9.49 eV
Relative energy (zero: lowest compared OMol25 entry of this formula, charge and spin)   120.9 kcal/mol

Calculated atomic charges, method Mulliken, unit e: -0.61 0.94 -0.58 -0.40 0.04 -0.17 0.44 0.35


Formula: C16H41AsN6O9P3SeV
Source: OMol25
Level of theory: ωB97M-V with the def2-TZVPD basis set

Cartesian coordinates (Å):
V  -0.27643  -0.11647  0.17054
C  -0.11478  3.07713  3.97236
C  0.29965  3.16116  2.50760
O  0.90358  4.42325  2.19676
P  1.57332  1.91392  2.07681
O  1.71606  0.84709  3.23604
O  2.93168  2.71646  2.08905
O  1.32635  1.19719  0.79722
P  -1.16005  2.83271  1.43271
O  -0.67996  3.31742  -0.03945
O  -2.34392  3.56751  1.89352
O  -1.19763  1.30843  1.35252
H  0.73585  3.26403  4.63159
H  -0.54295  2.10145  4.20209
H  -0.88443  3.82603  4.16332
H  0.42806  5.12155  2.66500
H  2.09261  1.17790  4.06292
H  2.77214  3.67854  2.05946
H  -0.88451  4.25361  -0.16894
C  4.29033  0.05487  0.30285
N  4.11820  -1.12047  -0.54336
C  5.02764  -1.56082  -1.48310
C  4.56399  -2.73291  -1.96562
N  3.37222  -2.98848  -1.31870
C  2.56993  -4.18899  -1.49088
C  3.10237  -1.99694  -0.44440
Se  1.69651  -1.99172  0.77818
H  5.27253  0.47591  0.10691
H  4.22074  -0.24367  1.34759
H  3.51286  0.78242  0.09275
H  5.92461  -1.01246  -1.70974
H  4.97544  -3.40547  -2.69697
H  2.85482  -4.66563  -2.42519
H  1.51980  -3.90778  -1.51493
H  2.73377  -4.87597  -0.66243
N  -2.64868  -1.57622  3.40965
C  -1.46159  -1.94945  3.99251
C  -0.50024  -1.68022  3.07055
N  -1.08851  -1.16604  1.93355
C  -2.38099  -1.10175  2.18206
H  -3.55709  -1.59992  3.84399
H  -1.40817  -2.35379  4.98726
H  0.56453  -1.81035  3.15475
H  -3.12173  -0.68488  1.51852
C  2.72352  1.57467  -2.89130
P  1.23905  0.57752  -2.95991
C  1.64046  -0.93453  -3.83205
C  0.07009  1.47333  -3.98397
O  0.69197  0.30081  -1.58701
H  3.07309  1.82295  -3.89385
H  3.50400  1.02279  -2.36937
H  2.50929  2.49306  -2.34403
H  1.93961  -0.72176  -4.85876
H  0.76364  -1.58288  -3.83612
H  2.45952  -1.44035  -3.32006
H  0.51216  1.69287  -4.95658
H  -0.19593  2.41386  -3.50048
H  -0.83065  0.87887  -4.14069
N  -3.19710  0.74227  -0.52652
N  -1.86627  0.79992  -1.06194
H  -3.82902  1.26718  -1.12424
H  -3.16540  1.22387  0.36774
H  -1.58286  1.75137  -1.29127
H  -1.84379  0.21333  -1.88685
C  -1.60537  -4.06659  -2.34166
As  -1.85725  -3.15802  -0.67654
C  -1.15975  -4.28336  0.70745
C  -3.74952  -2.94902  -0.42934
O  -1.11723  -1.66113  -0.85362
H  -2.08282  -5.04485  -2.30692
H  -0.54052  -4.18606  -2.53022
H  -2.05258  -3.47150  -3.13584
H  -1.54619  -5.29031  0.55030
H  -1.47610  -3.91463  1.68040
H  -0.07253  -4.27643  0.65355
H  -4.28101  -3.66589  -1.05318
H  -4.01311  -1.93075  -0.71254
H  -4.01012  -3.12218  0.61209

Output
Energy   -8245.17102 Ha
Total charge   +2
Multiplicity   3
Frontier orbital gap (alpha / beta)   8.50 / 8.94 eV
Relative energy (zero: lowest compared OMol25 entry of this formula, charge and spin)   13.7 kcal/mol

Calculated atomic charges, method Mulliken, unit e: 0.51 -1.90 1.53 -0.72 0.11 -0.53 -0.57 -0.98 1.09 -0.60 -0.78 -0.28 0.46 0.31 0.56 0.39 0.36 0.39 0.33 -0.84 0.40 -0.38 -0.66 0.29 -0.65 -0.34 -0.20 0.26 0.45 0.08 0.50 0.53 0.36 -0.05 0.35 -0.02 -1.23 -0.71 2.02 -0.98 0.25 0.49 0.44 0.40 -0.98 0.98 -0.74 -1.32 0.09 0.48 0.18 0.31 0.48 0.23 0.07 0.48 0.34 0.35 -0.65 -0.49 0.33 0.08 0.33 0.38 -1.06 0.58 -0.81 -1.16 -0.06 0.45 0.19 0.38 0.50 0.25 0.17 0.51 0.32 0.33